1.
120
Properties=species:S:1:pos:R:3:forces:R:3 method="wB97M-V/def2-TZVPD" de_lowest_kj_mol=185.20 total_energy_ha=-2447.01259 smiles="COCCNCCOC.COCCNCCOC.COCCNCCOC.COCCNCCOC.NC(N)=O.NC(N)=O.NC(N)=O" charge=0 e_homo_ev=-8.69
C -0.72196 2.95312 1.43769 0.7 1.3 -0.9
O -1.29902 1.70580 1.57627 -1.1 -0.6 -0.2
C -2.66562 1.72379 1.11442 0.6 -0.3 -0.1
C -3.17652 0.29064 0.95868 0.2 1.6 1.1
N -2.54739 -0.30594 -0.18399 0.6 -0.4 0.7
C -3.23481 0.02082 -1.42027 0.6 -0.7 0.3
C -3.24289 -1.15453 -2.36403 -0.3 -0.1 -0.6
O -3.58739 -2.34317 -1.67048 0.7 1.9 1.5
C -3.72089 -3.39438 -2.50807 0.4 -2.0 -1.0
H -1.31399 3.79311 1.85412 0.0 -0.5 -0.1
H -0.49282 3.18355 0.37162 -0.4 -0.1 0.3
H 0.25175 2.96685 1.90668 0.1 -0.2 0.5
H -2.73233 2.19625 0.12259 0.2 0.2 0.2
H -3.23978 2.31300 1.82662 -0.3 0.0 0.1
H -4.25727 0.38751 0.86453 -0.4 -0.2 -0.2
H -3.02761 -0.15641 1.94438 0.4 -0.7 -0.4
H -2.37314 -1.29883 -0.05877 -0.4 0.2 -0.3
H -2.77998 0.89664 -1.90069 -0.1 -0.1 -0.1
H -4.25593 0.25657 -1.16388 -0.6 0.3 -0.1
H -2.35664 -1.27142 -2.99664 0.3 -0.1 0.6
H -4.03194 -0.96202 -3.06767 -0.6 0.2 -0.7
H -2.80596 -3.58271 -3.11309 -0.5 0.2 0.1
H -4.60108 -3.30434 -3.12104 -0.4 0.3 -0.9
H -3.91843 -4.28694 -1.92973 0.2 -0.3 0.4
C -4.48427 -3.42302 6.27464 -0.9 0.1 -0.1
O -3.19474 -3.28707 5.75966 0.6 -0.8 0.3
C -2.44995 -4.49363 5.88742 0.3 0.0 0.0
C -1.05371 -4.23326 5.40421 1.0 -0.4 -1.1
N -1.16793 -4.01531 3.96157 -0.6 -0.1 -0.2
C 0.01591 -3.71470 3.19103 -0.3 -0.2 -0.3
C 0.61941 -2.44177 3.63066 3.0 0.2 1.1
O -0.16367 -1.36483 3.33184 -1.6 0.9 -1.0
C 0.07314 -0.21808 4.10555 -0.1 0.5 -0.5
H -4.70777 -2.50610 6.78879 -0.4 0.5 0.1
H -4.60529 -4.21317 7.01120 0.4 -0.3 0.2
H -5.24151 -3.62314 5.49904 0.3 0.2 0.0
H -2.89792 -5.29226 5.28052 0.0 0.1 0.0
H -2.40198 -4.85350 6.91306 -0.3 0.2 0.4
H -0.40518 -5.12114 5.54522 -0.4 0.3 0.2
H -0.56694 -3.37192 5.89590 -0.4 -0.3 0.3
H -1.74106 -3.18496 3.89219 -0.4 0.0 -0.3
H -0.25562 -3.58717 2.13987 -0.3 0.0 0.0
H 0.74090 -4.52329 3.15584 0.1 -0.2 0.5
H 1.62677 -2.31782 3.20150 0.0 0.0 -0.4
H 0.86266 -2.41764 4.70774 -0.3 -0.4 0.1
H -0.10388 -0.44878 5.14848 0.1 0.1 0.5
H -0.61165 0.56788 3.76377 0.0 -0.3 0.1
H 1.08042 0.17271 3.92996 0.2 -0.1 0.2
C -5.44268 6.12019 -5.64846 -0.3 -0.7 -0.7
O -4.20839 5.43632 -5.77139 0.2 0.6 0.0
C -3.92007 4.43474 -4.80984 -0.7 0.6 -0.2
C -2.45789 4.02861 -5.01227 -1.4 -0.8 0.2
N -2.34331 2.69313 -4.43539 0.4 -0.2 -0.8
C -1.45039 1.70850 -5.01822 0.7 1.7 0.3
C 0.06592 2.09794 -5.06676 -0.3 -0.9 -0.3
O 0.81911 2.14201 -3.85780 -2.7 -0.7 -0.3
C 2.18603 1.93386 -3.86691 1.6 1.7 -0.3
H -5.60454 6.78696 -4.79201 0.7 -0.1 0.1
H -6.25587 5.38553 -5.61833 -0.1 0.0 -0.1
H -5.52706 6.69055 -6.57817 -0.1 0.0 0.3
H -4.54664 3.52846 -4.99139 0.2 0.6 0.3
H -4.12515 4.90114 -3.82398 0.2 -0.7 -0.1
H -1.82405 4.84464 -4.63900 0.3 -0.4 -0.2
H -2.40706 3.88252 -6.09986 0.5 0.4 0.2
H -2.37790 2.60718 -3.45110 0.1 0.4 0.9
H -1.70808 1.62231 -6.07479 -0.1 -0.1 -0.2
H -1.70143 0.77601 -4.54847 0.4 -0.7 0.3
H 0.10218 3.05416 -5.58243 0.1 0.5 0.1
H 0.45597 1.38443 -5.79953 0.6 -0.2 0.2
H 2.64519 1.94840 -4.89396 -0.5 -0.1 0.8
H 2.52286 1.07120 -3.30172 -0.3 -0.5 -0.1
H 2.55725 2.83000 -3.31727 0.4 -0.5 -0.5
C 4.17507 3.38809 -0.40521 -1.0 0.2 -1.3
O 4.21074 2.93137 0.89262 -0.3 -0.6 1.3
C 2.88028 2.80174 1.44914 0.9 -0.4 0.0
C 3.04431 2.45802 2.92560 -0.4 0.5 -0.1
N 3.53597 1.11841 3.11177 0.7 -0.2 -0.4
C 3.91302 0.91512 4.48784 0.3 -1.0 0.8
C 4.14775 -0.60778 4.71177 0.4 1.1 -0.1
O 5.19513 -1.14732 3.93369 -0.2 -0.3 -0.9
C 4.76378 -2.02292 2.86207 0.8 0.1 0.7
H 3.41820 2.84695 -0.97198 -0.4 -0.1 -0.2
H 5.06749 3.23206 -0.98278 0.9 -0.2 0.4
H 3.93934 4.44912 -0.46656 -0.1 0.3 0.1
H 2.34043 1.96343 0.97833 0.2 0.2 -0.2
H 2.32642 3.71817 1.23199 0.0 0.1 0.4
H 2.09051 2.48631 3.47097 -0.1 0.3 -0.3
H 3.69146 3.18827 3.42092 0.1 0.3 -0.1
H 4.32694 0.93867 2.50865 0.2 0.1 -0.2
H 3.00618 1.13236 5.02378 -0.5 0.1 0.7
H 4.66572 1.61160 4.95443 -0.1 -0.6 -0.8
H 3.20085 -1.01611 4.43975 -0.7 -0.8 -0.3
H 4.32398 -0.87194 5.74883 0.1 0.2 0.3
H 3.95890 -1.58775 2.27228 0.1 0.1 -0.1
H 4.44619 -2.98933 3.25183 -0.3 -0.1 0.2
H 5.64232 -2.24564 2.24027 -0.3 0.4 0.1
N 3.19714 -3.35289 -0.87633 -1.7 -0.8 -0.3
C 4.50672 -3.20541 -0.55871 0.5 -1.5 -0.7
N 4.70408 -1.87485 -0.47050 1.8 1.2 0.6
O 5.31007 -4.13796 -0.45226 -0.6 1.3 0.2
H 2.76610 -4.24083 -1.04898 0.3 -0.2 0.2
H 2.58262 -2.56886 -0.71467 0.0 -0.1 -0.1
H 5.60791 -1.45151 -0.42575 0.5 -0.5 0.2
H 4.04952 -1.29244 -0.93630 -0.8 0.5 -0.2
N 1.90844 -1.59185 -4.03492 -1.1 -0.3 -0.3
C 0.64357 -1.68146 -4.66488 1.4 -0.1 1.1
N 0.77661 -1.67869 -6.02207 1.1 0.9 -0.8
O -0.39194 -1.71927 -4.05685 -0.8 -0.1 0.4
H 2.68292 -1.92509 -4.56417 0.4 -0.1 -0.8
H 1.96557 -2.07051 -3.15985 -0.4 0.2 0.9
H 1.60552 -1.10882 -6.17608 0.0 -0.4 -0.8
H 0.02552 -1.28853 -6.56309 -0.6 -0.2 0.2
N 1.27129 -0.77815 0.67225 0.5 -0.9 2.6
C 1.37880 -0.30649 -0.54925 -1.9 0.0 0.1
N 0.28008 0.24424 -0.99039 -2.1 1.6 -0.9
O 2.29945 -0.46109 -1.29641 3.7 -0.5 -1.6
H 2.12554 -0.81783 1.19979 0.0 -0.1 0.4
H 0.41067 -0.56732 1.15274 0.2 -0.1 0.5
H -0.59298 0.32673 -0.47086 0.1 -0.3 -0.2
H 0.28727 0.23421 -1.98237 -0.6 0.5 -0.9

***

2.
108
Properties=species:S:1:pos:R:3:forces:R:3 method="wB97M-V/def2-TZVPD" de_lowest_kj_mol=239.05 total_energy_ha=-1748.99707 smiles=CC(C)O.CC(C)O.CC(C)O.CC(C)O.CC(C)O.CC(C)O.CC(C)O.CC(C)O.CC(C)O charge=0 e_homo_ev=-9.81
C -2.50113 -5.30594 0.90798 0.3 -0.4 0.4
C -3.31438 -4.10160 0.72117 -1.4 2.7 0.3
C -2.42238 -2.82301 0.63102 -0.1 -0.1 1.0
O -4.16045 -4.21225 -0.47571 1.6 1.7 0.7
H -2.01582 -5.47882 -0.00749 1.1 -0.3 -1.3
H -3.08693 -6.17774 1.09437 -0.6 -0.7 0.4
H -1.75601 -5.20729 1.68313 0.1 0.1 0.3
H -4.03071 -3.94827 1.55749 0.5 -0.1 -0.2
H -2.94990 -1.84487 0.68910 -0.1 -0.8 -0.3
H -1.81289 -2.85525 -0.28008 0.0 0.0 0.2
H -1.74701 -2.80074 1.54254 -0.6 -0.2 -1.1
H -4.44587 -5.09867 -0.45259 -0.8 -1.6 -0.3
C 3.59464 -2.82882 4.25130 1.2 -1.0 1.5
C 3.07240 -1.95175 3.20057 0.4 1.5 -2.6
C 1.57407 -2.06205 3.10811 -0.5 -1.6 0.3
O 3.44952 -0.54286 3.39408 -0.6 -0.2 0.7
H 3.29698 -2.46110 5.25904 -0.1 -0.3 -0.6
H 4.69466 -2.80199 4.25479 -0.3 -0.2 0.0
H 3.25424 -3.88736 4.11778 0.3 0.9 0.1
H 3.60792 -2.09426 2.18688 -1.1 -0.5 1.4
H 1.14394 -1.88238 4.08420 0.0 0.1 0.6
H 1.18743 -3.09396 2.83813 0.7 1.2 0.0
H 1.15659 -1.30439 2.50201 -0.4 0.6 -1.1
H 2.83147 -0.11680 4.03260 0.4 -0.3 -0.4
C -6.24904 2.07811 -0.32986 0.0 0.7 0.0
C -4.84702 1.80573 0.22440 -0.3 -0.2 0.2
C -4.71457 2.05989 1.70735 -0.8 3.2 -0.4
O -4.57427 0.41615 0.24146 0.7 -1.2 -3.1
H -7.00918 1.61928 0.33228 0.4 0.2 -0.4
H -6.33808 1.63448 -1.34288 -0.1 0.4 0.5
H -6.43179 3.19616 -0.35688 0.1 -1.2 -0.2
H -4.08505 2.43733 -0.34890 -0.7 -0.9 0.6
H -3.67245 1.92788 1.89763 0.6 -0.1 0.8
H -5.35136 1.41594 2.30573 0.0 -0.1 -0.1
H -5.00165 3.15810 1.88445 0.5 -1.4 0.2
H -4.45986 0.04457 -0.70565 -0.2 0.7 1.9
C 3.24503 2.69542 4.36890 0.7 0.8 0.9
C 1.80520 2.59741 4.87386 1.1 0.7 -1.0
C 0.91346 3.66634 4.23148 0.8 0.1 -1.3
O 1.27105 1.29962 4.66724 0.2 0.0 -0.6
H 3.94624 2.11680 5.02432 -0.6 0.0 -1.0
H 3.61398 3.74314 4.49317 -0.4 -0.5 -0.2
H 3.28974 2.46948 3.29913 0.3 -0.3 0.2
H 1.87348 2.79376 5.91914 -0.4 -0.2 1.0
H 1.25064 4.04680 3.20146 -0.3 -1.1 1.2
H 0.89762 4.59241 4.79932 -0.4 -0.1 0.4
H -0.02180 3.12299 4.15678 -0.7 0.8 -0.1
H 1.13612 1.25245 3.69193 -0.2 -0.3 0.4
C 6.00017 0.49519 0.50250 -0.3 0.9 1.1
C 4.69197 1.13780 0.10758 -0.6 0.8 1.4
C 4.48591 1.23434 -1.37975 0.1 0.6 -0.6
O 3.56484 0.40399 0.64149 0.2 -0.3 2.0
H 6.07741 -0.52177 0.19299 -0.1 -0.8 -0.4
H 6.05830 0.53670 1.61467 0.3 -0.1 -0.7
H 6.79963 1.07241 0.04326 0.3 0.0 0.2
H 4.63584 2.16416 0.62380 0.3 -1.1 -1.0
H 5.42344 1.57988 -1.89988 -1.0 -0.3 0.5
H 3.67791 1.97416 -1.54795 0.4 -0.5 -0.3
H 4.17657 0.24800 -1.77633 0.2 0.5 0.1
H 3.69791 0.23848 1.65086 -0.2 0.2 -2.0
C -3.07160 -2.10316 -4.17999 -1.1 -2.2 -0.6
C -2.95952 -1.06209 -3.14530 0.6 1.5 -1.3
C -3.10820 0.33368 -3.71235 1.1 -0.2 -1.1
O -3.86934 -1.14044 -2.08891 -0.3 -0.1 0.4
H -2.28987 -2.05896 -4.93284 0.2 0.3 0.1
H -4.03115 -2.20786 -4.73678 0.4 0.2 0.7
H -2.86485 -3.00968 -3.59163 -0.3 -0.4 -0.6
H -1.89340 -1.22502 -2.88830 -0.4 0.7 0.9
H -4.07657 0.65700 -4.13581 0.4 -0.6 0.1
H -2.25591 0.47821 -4.40808 -0.8 -0.1 -0.2
H -2.82635 0.98493 -2.94703 0.0 1.4 1.5
H -3.86023 -2.00733 -1.68564 0.0 -0.6 0.2
C 0.53236 -3.47225 -3.26563 0.0 -0.5 0.8
C 0.79454 -2.18709 -2.40654 -1.5 -0.4 -3.0
C 1.78377 -2.34019 -1.32915 2.0 1.1 0.2
O 1.17992 -1.27981 -3.45156 0.8 0.6 -0.6
H -0.25469 -3.32778 -4.00793 -0.1 0.3 0.2
H 0.22684 -4.35894 -2.65296 0.4 0.7 -0.3
H 1.41695 -3.71625 -3.87004 0.0 0.0 0.5
H -0.18030 -1.82754 -2.07870 0.0 -0.2 0.7
H 1.91566 -1.38451 -0.81075 -0.1 0.0 0.1
H 2.82097 -2.55329 -1.70314 -1.0 -0.2 0.1
H 1.49566 -3.05879 -0.59466 -0.2 -0.7 0.5
H 1.01392 -0.32082 -3.36541 -0.2 -0.7 1.0
C -0.11656 2.67305 0.31506 0.6 -0.5 2.1
C -0.27020 1.32654 1.04579 -0.4 -0.8 0.0
C -0.61109 0.16048 0.08879 1.4 0.3 0.3
O 0.85117 0.92415 1.85443 2.0 0.8 -1.4
H 0.13300 3.47772 1.04063 -0.6 -0.3 -0.4
H -1.02837 2.85209 -0.23470 -0.2 0.4 -0.2
H 0.75120 2.61467 -0.30251 0.5 0.0 -0.8
H -1.11118 1.38216 1.75699 0.3 0.2 -0.1
H -0.68755 -0.75428 0.70086 -0.1 0.3 -0.5
H 0.18841 0.03879 -0.67710 -0.3 -0.1 0.7
H -1.51385 0.36900 -0.45042 -0.8 -0.1 -0.2
H 1.73253 0.93720 1.30612 -2.1 -0.1 1.0
C 1.11624 2.27994 -4.68050 -0.2 1.1 -0.6
C 1.02857 2.68503 -3.20849 -0.6 1.0 -1.1
C 0.07287 3.84844 -3.04190 0.0 1.3 1.1
O 0.53131 1.58378 -2.49384 0.2 -1.1 0.2
H 1.63715 3.07607 -5.26740 -0.5 -0.5 0.4
H 0.12414 2.08548 -5.13808 0.4 0.3 0.4
H 1.68289 1.38978 -4.82317 0.6 -0.8 0.1
H 2.02491 3.03401 -2.89213 -0.1 -0.5 0.3
H 0.38983 4.76859 -3.56372 0.1 -0.5 0.0
H 0.03148 4.16826 -1.93986 -0.3 -0.6 -1.5
H -0.90334 3.58822 -3.46909 0.0 0.0 0.5
H -0.08895 1.80742 -1.78612 0.4 0.3 -0.4

***

HOMO-LUMO gap across the listed records, respectively: 9.249; 10.470 eV.